1.
Computed, not measured: a structure of composition C20H46OP4Ru at a distorted geometry, with wB97M-V/def2-TZVPD.

largest force on an atom: 4.433 eV/Å
HOMO-LUMO gap (spin up / spin down): 0.180 / 0.114 hartree
spin multiplicity: 6
lowest unoccupied orbital energy (spin up / spin down): -9.2 / -13.5 eV
molar mass: 527.55 g mol⁻¹
charge: +3

CARTESIAN COORDINATES (ANGSTROEM)
Ru (0.397, -0.460, 0.760)
P (0.505, -1.682, 2.655)
P (-0.683, 1.373, 1.814)
P (2.370, 0.471, 1.008)
P (1.034, -2.156, -0.683)
O (0.249, 0.790, -2.221)
C (-1.081, 2.677, 0.582)
C (1.073, -1.875, -2.493)
C (-3.507, 0.670, -2.368)
C (-0.415, -3.261, -0.558)
C (-0.169, 2.219, 3.384)
C (2.505, -3.170, -0.475)
C (-2.708, 2.714, -3.226)
C (-3.592, 1.752, -5.886)
C (3.155, 0.927, 2.635)
C (1.753, -3.008, 2.830)
C (0.826, -0.965, 4.309)
C (-1.356, 2.295, -3.154)
C (3.841, -0.428, 0.226)
C (-1.052, -2.640, 2.886)
C (-3.840, 1.995, -2.840)
C (-2.309, 0.633, 2.242)
C (-1.041, 1.084, -2.484)
C (-2.149, 0.261, -2.055)
C (-2.397, 2.385, -5.947)
C (2.412, 2.117, 0.175)
H (1.654, -0.965, -2.739)
H (-1.946, 2.301, 0.000)
H (3.617, -0.648, -0.835)
H (-4.279, -0.109, -2.195)
H (-2.505, -0.180, 1.506)
H (1.804, 2.025, -0.784)
H (-0.902, -3.275, 3.771)
H (-4.896, 2.356, -2.951)
H (-1.359, -2.701, -0.585)
H (2.507, 1.621, 3.201)
H (1.978, 2.921, 0.876)
H (3.507, 2.350, -0.031)
H (-1.336, 3.651, 1.048)
H (1.477, -2.756, -2.992)
H (-0.670, 3.206, 3.443)
H (-0.207, 2.793, -0.086)
H (-0.362, -3.842, 0.365)
H (-2.253, 0.221, 3.272)
H (4.732, 0.221, 0.285)
H (-3.820, 0.752, -6.281)
H (0.667, -0.234, -1.517)
H (4.023, -1.374, 0.770)
H (0.046, -1.343, 5.003)
H (2.241, -4.180, -0.806)
H (2.867, -3.227, 0.556)
H (-3.108, 1.400, 2.182)
H (-2.889, 3.644, -3.816)
H (1.553, -3.889, 2.192)
H (-0.500, 2.849, -3.540)
H (2.774, -2.639, 2.627)
H (3.317, -2.789, -1.107)
H (-1.950, -0.702, -1.480)
H (-0.495, 1.608, 4.247)
H (-0.365, -3.929, -1.420)
H (1.822, -1.312, 4.668)
H (-1.913, -1.966, 3.040)
H (0.825, 0.146, 4.345)
H (-2.321, 3.350, -5.449)
H (-1.512, 2.112, -6.508)
H (-4.508, 2.292, -5.532)
H (0.039, -1.699, -2.829)
H (-1.257, -3.264, 1.999)
H (1.712, -3.330, 3.891)
H (3.331, 0.008, 3.223)
H (4.109, 1.442, 2.431)
H (0.926, 2.370, 3.426)

---

2.
Computed, not measured: a cluster of 3 separate species, C20H47ClFN3O10P3 in total at a distorted geometry, with wB97M-V/def2-TZVPD.

largest force on an atom: 6.937 eV/Å
HOMO-LUMO gap: 0.289 hartree
lowest unoccupied orbital energy: -3.8 eV
molar mass: 636.98 g mol⁻¹
charge: +1

CARTESIAN COORDINATES (ANGSTROEM)
Cl (5.573, 0.831, -1.266)
P (4.727, -0.072, 0.372)
P (2.029, -5.977, 3.288)
P (-3.943, 5.016, -4.516)
F (-1.303, 0.465, 1.639)
O (3.241, -6.896, 2.756)
O (1.300, -7.123, 4.193)
O (-2.402, 4.747, -4.953)
O (-1.620, 3.321, -0.173)
O (4.937, 1.040, 1.545)
O (-4.305, 5.697, -5.955)
O (2.961, -5.199, 4.394)
O (-3.660, 6.325, -3.578)
O (0.971, -4.933, 3.182)
O (-5.288, 4.546, -4.096)
N (2.825, 2.360, 0.244)
N (0.985, 0.856, 0.116)
N (3.018, -0.023, -0.075)
C (1.756, -3.416, 5.591)
C (2.154, -1.087, 0.508)
C (-1.616, 6.987, -5.735)
C (4.158, -7.934, 4.839)
C (2.295, 1.127, 0.117)
C (-0.463, -1.307, 0.195)
C (0.144, 1.711, -0.757)
C (-2.052, 5.486, -1.928)
C (0.853, -0.595, -0.104)
C (-1.705, 5.496, -5.965)
C (4.414, -7.228, 3.529)
C (-1.142, -0.915, 1.501)
C (0.280, -7.935, 3.595)
C (0.841, -8.918, 2.584)
C (-5.560, 5.476, -6.605)
C (-3.405, 6.124, -2.185)
C (2.797, -3.786, 4.560)
C (-0.527, -1.541, 2.745)
C (-6.551, 6.571, -6.266)
C (-0.255, 3.031, -0.014)
H (0.370, -1.022, 3.083)
H (3.262, 2.828, -0.535)
H (-5.361, 5.478, -7.678)
H (2.547, -3.317, 3.607)
H (-0.405, -2.616, 2.616)
H (-1.261, 6.046, -2.431)
H (-0.791, 1.176, -0.906)
H (-2.124, 5.271, -6.943)
H (-0.988, 7.438, -6.505)
H (-1.278, -1.417, 3.530)
H (-2.023, 4.466, -2.309)
H (-6.263, 7.506, -6.748)
H (4.993, -7.893, 2.886)
H (-6.584, 6.767, -5.194)
H (-0.198, -8.477, 4.409)
H (-0.255, -2.377, 0.258)
H (-2.589, 7.470, -5.782)
H (2.817, 2.865, 1.113)
H (2.093, -3.640, 6.604)
H (-2.156, -1.324, 1.451)
H (-1.115, -1.191, -0.672)
H (0.320, 3.834, -0.473)
H (0.060, -9.595, 2.237)
H (2.210, -1.222, 1.589)
H (-0.692, 5.088, -5.967)
H (5.110, -8.222, 5.288)
H (-4.205, 5.519, -1.750)
H (-0.475, -7.293, 3.133)
H (0.623, 1.903, -1.717)
H (-7.553, 6.303, -6.602)
H (1.024, -0.770, -1.180)
H (0.835, -3.979, 5.446)
H (3.553, -8.828, 4.693)
H (3.780, -3.405, 4.848)
H (1.249, -8.401, 1.712)
H (-1.843, 5.456, -0.864)
H (2.475, -2.008, 0.021)
H (-1.189, 7.211, -4.757)
H (0.008, 2.870, 1.035)
H (5.209, 0.537, 2.325)
H (-2.096, 2.536, 0.123)
H (1.649, -9.504, 3.020)
H (5.025, -6.338, 3.671)
H (-5.955, 4.490, -6.365)
H (3.636, -7.303, 5.554)
H (-3.443, 7.108, -1.719)
H (1.533, -2.349, 5.525)

---

3.
Computed, not measured: a cluster of 5 separate species, C20H47ClN2O17S6 in total, with wB97M-V/def2-TZVPD.

largest force on an atom: 0.574 eV/Å
HOMO-LUMO gap: 0.355 hartree
lowest unoccupied orbital energy: 0.2 eV
molar mass: 815.45 g mol⁻¹
charge: 0

CARTESIAN COORDINATES (ANGSTROEM)
Cl (-0.152, 3.266, 1.004)
S (-0.192, -6.938, 2.698)
S (3.367, 2.892, 1.597)
S (-6.337, 0.095, -1.902)
S (3.487, 0.182, -4.245)
S (-6.265, 5.056, 1.409)
S (0.891, -0.320, 2.219)
O (-5.046, 4.835, 2.394)
O (-5.784, 5.347, 0.094)
O (2.465, 0.697, -5.328)
O (-7.191, 3.974, 1.583)
O (4.763, 0.804, -4.418)
O (-0.567, -7.030, 4.077)
O (-7.197, -1.038, -1.729)
O (0.724, 3.182, -1.402)
O (-5.149, -0.004, -0.849)
O (2.844, 0.259, -2.961)
O (1.143, -6.544, 2.364)
O (2.094, -0.923, 1.391)
O (-1.235, -6.016, 1.943)
O (0.836, -0.890, 3.516)
O (-5.808, 0.372, -3.202)
O (-0.266, -0.311, 1.395)
O (1.483, 1.157, 2.354)
N (4.645, -1.513, 2.656)
N (4.011, -0.379, 0.220)
C (0.847, 2.693, -0.329)
C (3.576, -1.491, -4.768)
C (-4.394, 3.536, 2.334)
C (-0.575, -8.438, 1.865)
C (2.464, 1.369, 1.292)
C (-6.902, 6.525, 2.131)
C (3.250, 0.014, 1.342)
C (2.824, 3.148, -5.392)
C (7.335, -0.835, 0.919)
C (-0.355, -3.722, 2.268)
C (5.250, 0.365, -0.063)
C (-7.079, 1.543, -1.246)
C (-4.374, -1.226, -0.819)
C (-1.489, -4.696, 2.493)
C (1.784, 1.528, -0.075)
C (-3.564, 3.337, 1.086)
C (4.012, -0.206, 2.656)
C (1.865, 2.010, -5.124)
C (6.457, -0.550, -0.312)
C (-3.421, -1.356, -1.987)
H (0.131, -9.181, 2.230)
H (-1.594, -8.725, 2.106)
H (-3.038, 2.385, 1.154)
H (-7.452, 1.332, -0.248)
H (-0.662, -2.740, 2.620)
H (-7.896, 1.814, -1.912)
H (-2.800, -2.241, -1.843)
H (4.789, 0.554, 2.770)
H (8.394, -0.747, 0.675)
H (-7.251, 6.304, 3.135)
H (3.895, -1.511, -5.807)
H (1.453, 2.053, -4.115)
H (4.318, -1.972, -4.135)
H (7.078, -0.076, -1.074)
H (-3.955, -1.457, -2.931)
H (7.115, -0.140, 1.731)
H (-7.726, 6.845, 1.497)
H (-3.828, -1.164, 0.120)
H (3.257, 3.061, -6.388)
H (6.091, -1.488, -0.732)
H (-6.116, 7.275, 2.139)
H (-3.775, 3.511, 3.228)
H (3.639, 3.167, -4.671)
H (-0.446, -8.285, 0.798)
H (4.240, 2.418, 2.489)
H (-5.159, 2.765, 2.438)
H (-4.187, 3.321, 0.193)
H (-1.729, -4.800, 3.552)
H (-2.778, -0.479, -2.056)
H (3.315, -0.066, 3.486)
H (2.541, 1.621, -0.852)
H (-5.059, -2.073, -0.756)
H (-2.391, -4.371, 1.978)
H (7.161, -1.833, 1.315)
H (1.202, 0.634, -0.312)
H (3.438, -0.441, -0.614)
H (-2.841, 4.142, 0.970)
H (2.602, -1.955, -4.643)
H (4.019, -2.220, 2.292)
H (2.280, 4.090, -5.322)
H (4.914, -1.769, 3.595)
H (-6.331, 2.332, -1.224)
H (0.538, -4.021, 2.816)
H (1.035, 2.023, -5.826)
H (5.491, 1.054, 0.744)
H (5.098, 0.961, -0.967)
H (-0.099, -3.669, 1.209)